Entry 1:
Density functional theory data (ωB97M-V with the def2-TZVPD basis set) for a cluster of 2 separate species, C7H12I2NO5S2 in total.

The energy above the lowest of the compared OMol25 structures with the same formula, charge and spin comes out at 0.0 kcal/mol. The multiplicity is 1. As for the total charge: -1.

Element x y z (Å)
C (3.827, -0.205, 1.065)
C (3.183, 0.487, -0.156)
C (1.724, 0.139, -0.411)
I (1.410, -1.924, -0.718)
S (0.728, 0.948, 0.851)
C (-0.747, 0.070, 1.358)
C (-1.976, 0.288, 0.479)
C (-3.016, -0.779, 0.860)
I (-4.968, 0.048, 1.039)
N (0.058, 2.269, 0.028)
C (0.011, 3.284, 0.729)
O (-0.015, 4.238, 1.368)
H (4.116, 0.532, 1.809)
H (3.133, -0.884, 1.546)
H (4.720, -0.737, 0.765)
H (3.739, 0.222, -1.047)
H (3.273, 1.565, -0.014)
H (1.425, 0.612, -1.344)
H (-0.954, 0.494, 2.340)
H (-0.542, -0.987, 1.504)
H (-1.781, 0.191, -0.601)
H (-2.417, 1.257, 0.682)
H (-2.801, -1.175, 1.850)
H (-2.982, -1.586, 0.123)
O (-0.934, -2.206, -3.796)
S (-1.824, -1.579, -2.795)
O (-1.711, -2.356, -1.504)
O (-3.227, -1.573, -3.236)
O (-1.341, -0.182, -2.485)

Atoms 1-2, force components in eV/Å:
-0.2 0.5 -0.1
0.3 -0.1 0.9

Mulliken atomic charge list, values in e, 8 entries: atom 1 (C): -1.041, atom 2 (C): -0.515, atom 3 (C): -0.783, atom 4 (I): 0.280, atom 5 (S): 0.295, atom 6 (C): -1.110, atom 7 (C): -0.024, atom 8 (C): -1.022

Entry 2:
Density functional theory data (ωB97M-V with the def2-TZVPD basis set) for a cluster of 7 separate species, C27H51N7O10 in total.

The energy above the lowest of the compared OMol25 structures with the same formula, charge and spin comes out at 57.2 kcal/mol. The multiplicity is 1.

Element x y z (Å)
C (-67.520, 1.303, 37.181)
C (-68.261, 0.287, 36.370)
C (-69.725, 0.801, 36.076)
C (-70.513, -0.070, 35.181)
C (-69.801, -0.183, 33.812)
C (-68.285, -0.506, 33.935)
N (-67.664, 0.058, 35.096)
O (-66.375, 0.195, 35.065)
C (-67.468, -0.350, 32.645)
C (-68.271, -2.104, 34.187)
C (-68.319, -1.022, 37.331)
H (-68.103, 1.488, 38.107)
H (-67.316, 2.247, 36.517)
H (-66.399, 1.115, 37.315)
H (-69.891, 1.716, 35.522)
H (-70.251, 0.677, 37.090)
H (-71.286, 0.351, 35.170)
H (-70.705, -1.176, 35.669)
H (-69.666, 0.824, 33.690)
H (-70.387, -0.750, 33.093)
H (-67.306, 0.755, 32.552)
H (-67.949, -0.592, 31.733)
H (-66.418, -0.763, 32.454)
H (-68.503, -2.827, 33.462)
H (-68.953, -2.426, 34.884)
H (-67.397, -2.395, 34.449)
H (-68.628, -0.762, 38.367)
H (-67.469, -1.612, 37.535)
H (-69.177, -1.555, 36.926)
N (-68.315, 3.284, 33.261)
O (-67.235, 2.942, 33.734)
O (-68.491, 2.978, 32.038)
O (-69.283, 3.661, 33.967)
C (-64.835, 1.989, 28.171)
C (-65.358, 2.250, 29.526)
C (-66.124, 3.657, 29.824)
C (-66.028, 4.671, 28.668)
C (-65.434, 4.385, 27.379)
C (-64.939, 2.954, 27.105)
N (-66.448, 6.034, 29.021)
O (-67.468, 6.105, 29.777)
O (-66.197, 7.028, 28.322)
H (-64.225, 1.031, 27.766)
H (-65.375, 1.437, 30.248)
H (-66.404, 3.954, 30.704)
H (-65.460, 5.024, 26.405)
H (-64.588, 2.642, 26.169)
C (-70.935, 7.389, 30.183)
O (-71.758, 8.327, 29.847)
N (-71.350, 6.424, 30.966)
C (-70.479, 5.377, 31.259)
C (-72.781, 6.525, 31.580)
H (-69.962, 7.372, 29.907)
H (-69.840, 5.195, 30.531)
H (-70.727, 4.216, 31.238)
H (-70.024, 5.413, 32.314)
H (-72.973, 5.562, 32.123)
H (-73.350, 6.920, 30.926)
H (-72.617, 7.097, 32.318)
C (-74.742, 3.551, 34.254)
O (-74.338, 4.670, 34.374)
N (-74.003, 2.525, 33.800)
C (-74.519, 1.156, 33.815)
C (-72.601, 2.721, 33.278)
H (-75.691, 3.457, 34.662)
H (-75.387, 1.086, 34.174)
H (-73.974, 0.449, 34.463)
H (-74.594, 0.804, 32.647)
H (-72.312, 1.810, 33.079)
H (-71.907, 3.328, 34.022)
H (-72.538, 3.109, 32.272)
C (-68.408, 9.163, 35.396)
O (-67.176, 8.962, 35.616)
N (-69.143, 8.308, 34.732)
C (-70.469, 8.822, 34.265)
C (-68.759, 7.109, 34.129)
H (-68.975, 9.933, 35.758)
H (-70.998, 8.319, 33.182)
H (-70.279, 9.969, 33.932)
H (-71.113, 8.651, 35.123)
H (-68.851, 7.232, 33.068)
H (-69.191, 6.381, 34.677)
H (-67.699, 6.921, 34.430)
C (-63.958, 1.843, 33.040)
O (-63.452, 0.715, 33.302)
N (-63.342, 3.044, 33.008)
C (-64.037, 4.406, 32.628)
C (-61.884, 2.989, 33.201)
H (-64.942, 1.971, 33.025)
H (-63.326, 5.301, 32.599)
H (-64.754, 4.487, 33.482)
H (-64.527, 4.378, 31.805)
H (-61.372, 2.048, 32.980)
H (-61.619, 3.242, 34.275)
H (-61.493, 3.710, 32.631)

Atoms 1-2, force components in eV/Å:
2.8 2.7 -1.3
-1.7 0.4 2.0

Mulliken atomic charge list, values in e, 8 entries: atom 1 (C): -1.596, atom 2 (C): 1.018, atom 3 (C): -1.078, atom 4 (C): -0.582, atom 5 (C): -1.280, atom 6 (C): 1.641, atom 7 (N): 1.143, atom 8 (O): -0.370

Question: What is the formula in the second record?
Answer: C27H51N7O10